Computed, not measured: a 3-piece molecular cluster, C4H8N2O3 overall in a non-equilibrium geometry, with the ωB97M-V functional and the def2-TZVPD basis.

Geometry (Å):
1 C -0.260 0.762 -1.774
2 C 0.586 -0.084 -0.958
3 C -3.300 0.610 3.022
4 C -2.683 0.013 2.059
5 N -2.121 -0.330 1.030
6 N 3.668 -1.059 -2.017
7 O 0.884 -1.141 -0.511
8 O -1.524 1.083 -1.436
9 O 0.843 1.195 -0.836
10 H -0.017 0.993 -2.801
11 H -4.345 0.452 3.209
12 H -2.771 1.255 3.697
13 H -1.810 0.661 -0.589
14 H -1.626 -1.214 0.983
15 H 2.933 -1.664 -1.666
16 H 4.541 -1.393 -1.625
17 H 3.502 -0.136 -1.636

Properties
Frontier orbital gap (eV): 10.445
Spin multiplicity: 1
Highest occupied orbital energy (Ha): -0.3609
E (hartree): -492.36166
Energy above the lowest of the compared OMol25 structures with the same formula, charge and spin (kcal/mol): 88.7
LUMO level (eV): 0.625